# 1
{"formula": "C7H18O", "method": "ωB97M-V/def2-TZVPD", "species": ["C", "C", "C", "C", "H", "H", "H", "H", "H", "H", "H", "H", "H", "H", "C", "C", "C", "O", "H", "H", "H", "H", "H", "H", "H", "H"], "positions_angstrom": [[-2.709, 0.263, -0.087], [-1.672, -0.666, -0.432], [-2.581, 0.900, 1.282], [-2.874, 1.354, -1.032], [-3.621, -0.442, -0.039], [-1.615, -1.132, -1.453], [-2.463, 0.064, 2.032], [-1.835, 1.693, 1.378], [-3.511, 1.534, 1.394], [-3.728, 2.045, -0.818], [-2.047, 1.998, -1.087], [-1.644, -1.490, 0.173], [-0.700, -0.341, -0.193], [-2.934, 0.913, -2.084], [2.021, -0.643, -0.034], [1.978, 0.770, -0.661], [3.146, -1.577, -0.360], [2.380, -0.422, 1.385], [1.126, -1.224, -0.024], [2.980, 1.069, -1.156], [3.145, -2.527, 0.309], [3.367, -2.000, -1.370], [4.197, -1.139, -0.214], [3.266, -0.163, 1.558], [1.750, 1.413, 0.035], [1.368, 0.701, -1.577]], "lowdin_charge": [-0.5697, -0.1181, -0.0858, -0.1172, 0.1626, 0.1170, 0.0995, 0.0767, 0.0896, 0.0961, 0.0596, 0.0526, 0.0404, 0.1059, -0.4159, -0.0308, -0.1101, -0.0957, 0.1057, 0.1121, 0.1099, 0.0738, 0.0950, 0.0565, 0.0078, 0.0825], "multiplicity": 1, "homo_lumo_gap_ev": 11.08, "fmax_ev_per_a": 7.9, "homo_energy_ev": -10.149, "de_lowest_kcal_mol": 50.73, "charge": 0, "lumo_ha": 0.03437}

=====

# 2
{"formula": "C7H18O9P2", "method": "ωB97M-V/def2-TZVPD", "species": ["C", "C", "O", "C", "O", "O", "C", "O", "O", "P", "P", "O", "O", "O", "H", "H", "H", "H", "H", "H", "H", "H", "H", "H", "C", "C", "C", "O", "H", "H", "H", "H", "H", "H", "H", "H"], "positions_angstrom": [[-3.515, -0.199, 0.694], [-2.056, -0.418, 0.286], [-1.822, 0.016, -1.053], [-1.131, 0.383, 1.188], [0.184, 0.453, 0.669], [0.362, 1.792, 0.157], [1.498, 1.782, -0.580], [2.442, 1.091, -0.400], [1.441, 2.734, -1.529], [-0.045, 3.017, -2.277], [0.614, 4.343, -3.892], [1.230, 3.673, -5.035], [1.453, 5.530, -3.251], [-0.794, 5.035, -4.258], [-4.086, -1.112, 0.532], [-3.621, 0.104, 1.733], [-3.933, 0.569, 0.047], [-1.797, -1.476, 0.377], [-2.412, -0.463, -1.644], [-1.067, -0.145, 2.142], [-1.530, 1.379, 1.378], [-0.160, 1.861, -3.070], [0.977, 6.370, -3.322], [-1.401, 4.968, -3.504], [1.760, -2.247, 1.525], [1.368, -3.311, 2.535], [2.155, -4.598, 2.341], [-0.037, -3.574, 2.451], [1.550, -2.590, 0.508], [1.183, -1.341, 1.688], [2.819, -1.998, 1.591], [1.535, -2.934, 3.545], [1.962, -5.014, 1.349], [1.857, -5.345, 3.077], [3.228, -4.423, 2.437], [-0.210, -3.916, 1.567]], "lowdin_charge": [-0.0338, -0.4024, -0.0461, -0.1380, -0.0667, 0.0014, -0.6481, 0.1920, -0.2650, 0.9102, 0.2518, -0.3018, -0.1452, -0.1852, 0.0786, 0.0813, 0.0861, 0.1383, 0.0974, 0.1400, 0.1401, -0.0360, 0.0859, 0.0493, -0.0501, -0.4954, -0.0646, -0.0629, 0.0902, 0.0557, 0.0886, 0.1367, 0.0805, 0.0776, 0.0798, 0.0800], "multiplicity": 1, "homo_lumo_gap_ev": 9.78, "fmax_ev_per_a": 1.3, "homo_energy_ev": -9.587, "de_lowest_kcal_mol": 57.09, "charge": 0, "lumo_ha": 0.00711}

=====

# 3
{"formula": "C7H19AlClO2S", "method": "ωB97M-V/def2-TZVPD", "species": ["C", "C", "C", "Al", "S", "Cl", "H", "H", "H", "H", "H", "H", "H", "C", "C", "O", "H", "H", "H", "H", "H", "H", "C", "C", "O", "H", "H", "H", "H", "H", "H"], "positions_angstrom": [[-0.597, 2.386, -0.820], [0.574, 1.462, -0.597], [0.879, 0.181, -1.578], [0.336, -1.644, -0.814], [-0.212, -1.584, 1.439], [-1.348, -2.626, -2.049], [-0.576, 3.182, -1.710], [-1.545, 2.428, -0.130], [1.349, 1.666, 0.285], [2.042, 0.192, -1.834], [0.312, 0.399, -2.605], [1.586, -2.652, -0.973], [-1.244, -0.641, 1.653], [-5.006, 2.642, -1.326], [-4.762, 1.891, -0.033], [-3.621, 2.418, 0.626], [-4.135, 2.565, -1.985], [-5.881, 2.244, -1.849], [-5.166, 3.707, -1.131], [-4.581, 0.831, -0.234], [-5.624, 1.973, 0.637], [-3.795, 3.358, 0.808], [4.435, -2.417, 2.427], [4.418, -3.237, 1.154], [4.673, -2.400, 0.035], [3.682, -1.624, 2.384], [4.236, -3.047, 3.299], [5.405, -1.927, 2.560], [3.440, -3.707, 1.014], [5.178, -4.024, 1.184], [5.547, -1.995, 0.165]], "lowdin_charge": [-0.1156, -0.2443, -0.3323, -0.3339, 0.1834, -0.0571, 0.0377, 0.0134, 0.0938, 0.0510, 0.0620, -0.0932, -0.2266, -0.0982, -0.3207, -0.1131, 0.0785, 0.0697, 0.0676, 0.1198, 0.1017, 0.0890, -0.0985, -0.3338, -0.1017, 0.0783, 0.0699, 0.0652, 0.1080, 0.0999, 0.0802], "multiplicity": 1, "homo_lumo_gap_ev": 6.57, "fmax_ev_per_a": 4.3, "homo_energy_ev": -3.625, "charge": -1, "lumo_ha": 0.10830}

=====

# 4
{"formula": "C7H19BNO5", "method": "ωB97M-V/def2-TZVPD", "species": ["C", "C", "B", "O", "O", "C", "O", "O", "C", "C", "C", "C", "N", "H", "H", "H", "H", "H", "H", "H", "H", "H", "H", "H", "H", "H", "H", "H", "H", "O", "H", "H", "H"], "positions_angstrom": [[2.431, -0.069, 1.309], [2.240, -0.729, -0.068], [1.107, -0.131, -0.989], [1.191, -0.168, -2.355], [-0.055, 0.428, -0.390], [0.174, 1.695, -0.013], [1.159, 2.287, -0.376], [-0.758, 2.224, 0.742], [-1.917, 1.455, 1.123], [-2.947, 1.290, 0.003], [-3.668, -0.066, 0.065], [-3.046, -1.158, -0.823], [-2.807, -2.405, -0.078], [3.342, -0.432, 1.810], [2.495, 1.015, 1.238], [1.615, -0.323, 1.987], [2.018, -1.793, 0.092], [3.166, -0.684, -0.645], [0.790, -0.928, -2.791], [-1.598, 0.494, 1.533], [-2.338, 2.038, 1.941], [-3.683, 2.090, 0.097], [-2.456, 1.424, -0.964], [-3.687, -0.419, 1.103], [-4.712, 0.076, -0.216], [-3.742, -1.388, -1.634], [-2.127, -0.780, -1.285], [-2.644, -2.213, 0.903], [-1.998, -2.904, -0.425], [5.424, -0.007, -0.306], [6.038, -0.503, -0.885], [5.608, 0.957, -0.309], [5.383, -0.371, 0.605]], "lowdin_charge": [-0.0997, -0.1181, -0.5565, 0.1952, 0.1791, -0.5916, 0.1469, 0.0781, -0.1307, -0.1567, -0.1796, -0.2711, -0.0060, 0.0594, 0.0724, 0.0904, 0.1209, 0.0709, 0.1246, 0.1257, 0.1351, 0.1159, 0.1187, 0.1070, 0.1101, 0.1063, 0.0870, 0.0503, 0.0543, 0.3445, 0.2091, 0.2140, 0.1942], "multiplicity": 1, "homo_lumo_gap_ev": 5.90, "fmax_ev_per_a": 0.6, "homo_energy_ev": -11.172, "charge": 1, "lumo_ha": -0.19360}

=====

# 5
{"formula": "C7H19ClSi2", "method": "ωB97M-V/def2-TZVPD", "species": ["Cl", "C", "C", "C", "C", "C", "C", "C", "Si", "Si", "H", "H", "H", "H", "H", "H", "H", "H", "H", "H", "H", "H", "H", "H", "H", "H", "H", "H", "H"], "positions_angstrom": [[-0.416, -3.515, -1.648], [-1.910, 2.164, -0.861], [0.307, 1.711, 1.439], [-2.492, 0.699, 1.784], [2.246, -0.885, 0.931], [1.490, -0.053, -2.041], [1.132, -2.902, -1.044], [-0.746, -0.651, -0.185], [-1.204, 1.055, 0.471], [1.042, -1.084, -0.523], [-1.259, 3.003, -1.024], [-2.881, 2.579, -0.571], [-1.987, 1.633, -1.802], [1.125, 1.751, 0.710], [0.088, 2.681, 1.900], [0.630, 0.998, 2.188], [-2.554, 1.590, 2.401], [-2.181, -0.161, 2.412], [-3.457, 0.432, 1.326], [2.866, 0.023, 0.950], [2.840, -1.788, 0.869], [1.660, -0.937, 1.851], [2.344, 0.579, -1.854], [1.709, -0.726, -2.896], [0.688, 0.632, -2.303], [1.408, -3.506, -0.189], [1.877, -3.114, -1.804], [-1.018, -1.368, 0.578], [-1.348, -0.839, -1.065]], "lowdin_charge": [0.5203, -0.1698, -0.1812, -0.2007, -0.1751, -0.1699, -0.6832, -0.3581, 0.4664, 0.4510, 0.0175, 0.0346, 0.0243, 0.0170, 0.0328, 0.0159, 0.0215, 0.0383, 0.0352, 0.0398, 0.0164, 0.0259, 0.0177, 0.0390, 0.0182, 0.0229, 0.0307, 0.0286, 0.0237], "multiplicity": 1, "homo_lumo_gap_ev": 10.57, "fmax_ev_per_a": 1.5, "homo_energy_ev": -9.797, "de_lowest_kcal_mol": 0.00, "charge": 0, "lumo_ha": 0.02851}

=====

# 6
{"formula": "C7H19MgN2O", "method": "ωB97M-V/def2-TZVPD", "species": ["C", "Mg", "N", "H", "H", "H", "H", "H", "H", "H", "H", "O", "C", "C", "C", "C", "C", "C", "N", "H", "H", "H", "H", "H", "H", "H", "H", "H", "H", "H"], "positions_angstrom": [[0.403, 0.283, -4.123], [-0.746, -1.051, -3.052], [-1.308, -2.640, -0.438], [0.697, -1.226, -4.424], [-0.341, -2.265, -0.379], [-1.463, -2.573, -1.495], [0.682, -0.012, -5.128], [1.091, 0.472, -3.328], [-0.252, 1.161, -4.202], [-2.092, -2.096, 0.012], [-1.484, -3.651, -0.309], [-0.725, -0.048, -1.306], [-0.053, 0.407, -0.313], [-0.345, 1.720, 0.355], [-1.027, 1.553, 1.741], [-0.066, 1.175, 2.879], [0.734, -0.071, 2.650], [1.677, -0.026, 1.476], [0.948, -0.354, 0.196], [0.590, 2.307, 0.498], [-0.987, 2.314, -0.315], [-1.528, 2.508, 1.991], [-1.835, 0.809, 1.633], [0.588, 2.027, 3.081], [-0.672, 1.071, 3.781], [1.336, -0.251, 3.535], [0.072, -0.931, 2.582], [2.151, 0.958, 1.349], [2.478, -0.767, 1.599], [1.477, -0.800, -0.547]], "lowdin_charge": [-0.4425, -0.2558, 0.0603, 0.0021, 0.0372, -0.0411, -0.0692, -0.0690, -0.0512, 0.0462, 0.0481, -0.2058, -0.4420, -0.1028, -0.1835, -0.2247, -0.2211, -0.1625, 0.0668, 0.1214, 0.1226, 0.1108, 0.1034, 0.1098, 0.1057, 0.1061, 0.0940, 0.1138, 0.1168, 0.1061], "multiplicity": 1, "homo_lumo_gap_ev": [2.82, 2.82], "fmax_ev_per_a": 3.2, "homo_energy_ev": [-0.344, -0.336], "charge": -1, "lumo_ha": [0.09108, 0.09111]}